No. 1
{"formula": "C9H8NO2S", "method": "the ωB97M-V functional and the def2-TZVPD basis", "multiplicity": 1, "lumo_energy_ev": -4.66, "max_force_ev_per_a": 3.314, "total_charge": 1, "e_tot_ev": -25873.8604, "relative_energy_kj_mol": 0.00, "species": ["C", "C", "C", "C", "C", "C", "C", "C", "C", "N", "O", "O", "S", "H", "H", "H", "H", "H", "H", "H", "H"], "coordinates": [[-2.288, 1.098, 0.425], [-2.402, 1.453, -0.912], [-1.228, 0.301, 0.785], [-1.334, 1.210, -1.840], [-0.180, -0.019, -0.064], [-0.238, 0.515, -1.340], [1.987, -0.676, -1.202], [0.739, -2.073, 0.813], [1.909, -0.002, 1.397], [0.981, -0.656, 0.332], [2.950, -1.320, -1.018], [1.503, -2.834, 1.290], [1.086, 0.049, -2.453], [-3.173, 1.453, 0.964], [-3.307, 2.006, -1.111], [-1.342, 0.003, 1.780], [-1.223, 1.511, -2.928], [-0.367, -2.345, 0.563], [2.665, -0.774, 1.441], [2.098, 0.933, 0.947], [1.164, 0.168, 2.133]], "forces_ev_per_a": [[-0.8, 0.2, -2.4], [1.3, 0.6, -1.1], [-0.4, 0.4, 0.6], [-0.3, 0.1, 0.1], [-1.9, 2.0, 0.4], [-0.3, -0.3, -1.0], [0.8, -2.3, 1.6], [-2.6, -1.3, -1.3], [-2.1, -0.9, -2.4], [2.3, -1.6, -0.2], [-0.8, 1.3, -0.8], [0.3, 1.3, -0.1], [0.0, 0.3, 0.7], [0.8, -0.7, 0.8], [0.1, 0.1, -0.9], [0.8, -0.9, 1.6], [-0.9, -0.1, 1.6], [1.5, 0.4, 0.4], [0.6, 0.5, 0.9], [1.2, 1.1, -0.2], [0.3, -0.1, 1.7]], "mulliken_charge": [-0.960, -0.358, -0.104, -0.679, -0.419, 0.959, 0.707, 0.174, -0.891, 0.222, -0.329, -0.316, -0.084, 0.355, 0.383, 0.496, 0.317, 0.354, 0.405, 0.370, 0.399]}

No. 2
{"formula": "C3H9N2O2S", "method": "the ωB97M-V functional and the def2-TZVPD basis", "multiplicity": 2, "lumo_energy_ev": [-2.40, -3.20], "max_force_ev_per_a": 1.376, "s_squared": 1.781, "e_tot_ev": -21160.9734, "relative_energy_kj_mol": 550.64, "species": ["N", "C", "C", "S", "C", "N", "O", "H", "H", "H", "H", "H", "H", "H", "H", "H", "O"], "coordinates": [[0.391, 1.237, -1.240], [1.174, 0.036, -1.063], [1.486, -0.348, 0.414], [2.226, -1.937, 0.552], [-3.112, -0.582, 0.016], [-3.944, -0.020, 0.921], [-2.363, 0.060, -0.704], [-0.601, 1.077, -1.114], [2.149, 0.216, -1.530], [0.746, -0.797, -1.624], [2.223, 0.385, 0.755], [0.600, -0.167, 1.029], [-2.994, -1.681, 0.011], [-4.542, -0.744, 1.318], [0.836, 3.461, 0.990], [0.741, 2.021, -0.655], [1.411, 2.786, 0.584]], "forces_ev_per_a": [[-0.1, -0.1, 0.3], [0.8, 0.2, -0.1], [-0.5, 0.7, -0.7], [0.1, -0.3, 0.2], [1.0, -0.9, -0.1], [-0.3, 0.6, 0.1], [-0.4, 0.4, 0.0], [0.0, 0.0, 0.1], [0.0, -0.1, 0.0], [-0.3, 0.1, 0.2], [0.1, -0.1, 0.2], [0.0, -0.4, 0.1], [-0.3, 0.0, 0.0], [-0.1, -0.1, 0.0], [-0.1, -0.2, -0.1], [0.0, 0.0, -0.4], [0.1, 0.2, 0.3]], "mulliken_charge": [-0.491, -0.616, -0.495, -0.097, 0.175, -0.393, -0.455, 0.310, 0.305, 0.443, 0.288, 0.280, 0.324, 0.291, 0.293, 0.362, -0.524]}